The following is a DFT calculation (wB97M-V/def2-TZVPD) of a cluster of 7 separate species, C13H28FN2O4S in total at a distorted geometry.

XYZ file:
```
49
Properties=species:S:1:pos:R:3:forces:R:3
F 0.0645 -0.2138 -0.9451 0.60 -0.20 0.55
C 0.9150 0.9169 -5.0895 0.47 -0.35 -0.24
O 0.5615 0.9132 -3.7329 0.02 0.23 -0.21
H 1.8645 0.3979 -5.2856 -0.05 0.05 0.07
H 0.1636 0.4272 -5.7235 -0.09 0.08 0.12
H 1.0496 1.9434 -5.4420 -0.15 0.03 0.10
H 1.0344 0.2339 -3.2441 -0.29 -0.07 0.15
C -3.2216 -2.6762 -0.4977 0.51 0.44 0.53
O -2.6870 -1.5699 -1.1927 -0.11 -0.23 0.15
H -2.9093 -2.7142 0.5558 0.08 0.12 -0.06
H -4.3064 -2.5701 -0.4753 -0.08 -0.30 -0.32
H -2.8723 -3.6198 -0.9267 -0.40 -0.12 -0.16
H -1.8567 -1.2747 -0.7891 0.08 0.25 -0.28
C 0.3846 3.7640 -0.7774 -0.63 0.60 -1.03
O -0.1736 2.5971 -1.3495 0.61 0.55 0.72
H 0.6600 3.6606 0.2730 0.12 0.00 -0.01
H 1.2155 4.1638 -1.3824 0.33 -0.36 0.34
H -0.3652 4.5591 -0.8868 -0.12 -0.16 0.37
H 0.3530 1.8589 -1.0137 -0.48 -0.57 -0.43
N 2.3651 0.6397 0.5169 0.06 0.14 -0.36
C 2.3336 1.6153 1.4618 -0.40 0.81 0.11
C 3.4203 2.4458 1.3100 -0.08 -1.09 0.11
C 4.1952 1.8623 0.2612 0.09 1.25 -0.21
C 3.4826 0.8231 -0.2616 -0.34 -0.38 0.31
H 1.5367 0.1189 0.2115 0.02 0.13 -0.29
H 1.4671 1.7711 2.0878 0.04 -0.25 0.04
H 3.5922 3.3363 1.8886 0.25 -0.01 0.03
H 5.0878 2.3140 -0.1467 0.05 -0.27 -0.05
H 3.6339 0.2316 -1.1463 0.13 -0.15 0.06
N 0.5926 -2.3863 0.3021 0.70 -0.60 -0.10
C 1.2428 -2.5164 1.4979 -0.71 0.07 0.02
C 0.9855 -3.7734 2.0005 0.02 -0.05 0.01
C 0.1901 -4.4533 1.0362 0.44 0.06 -0.36
C 0.0409 -3.5892 -0.0299 -0.54 0.27 0.58
H 0.4661 -1.4930 -0.2453 -0.13 0.07 -0.32
H 1.7793 -1.6831 1.9201 0.03 -0.01 0.06
H 1.3339 -4.1530 2.9483 0.01 -0.04 -0.02
H -0.1844 -5.4640 1.0648 0.08 -0.04 0.10
H -0.4901 -3.7254 -0.9572 -0.02 0.11 -0.01
C -1.4634 0.1612 2.1434 0.54 -0.18 0.42
S -2.4206 1.6137 1.7460 0.20 0.07 0.10
O -2.8326 1.4941 0.3435 -0.29 0.16 -0.50
C -3.8717 1.1482 2.6854 -0.82 0.15 0.53
H -0.5563 0.1459 1.5405 -0.21 0.11 -0.36
H -2.0377 -0.7455 1.9587 -0.01 -0.02 0.00
H -1.1294 0.2343 3.1839 -0.27 -0.11 0.03
H -3.6841 1.0021 3.7518 0.24 -0.16 -0.11
H -4.3423 0.2743 2.2315 0.29 -0.14 0.00
H -4.6072 1.9537 2.6198 0.21 0.13 -0.18
```
Positions in Å, forces in eV/Å.

Properties
2S+1 ... 1
Maximum force ... 1.35 eV Å⁻¹
Total charge ... -1
Gap between HOMO and LUMO ... 0.28923 hartree
LUMO ... 2.681 eV
Electronic energy ... -1420.64036 hartree